Record 1
{
  "formula": "C6H10Cl2F3O3P",
  "method": "ωB97M-V/def2-TZVPD",
  "symbols": ["C", "C", "C", "C", "C", "C", "O", "O", "O", "F", "F", "F", "P", "Cl", "Cl", "H", "H", "H", "H", "H", "H", "H", "H", "H", "H"],
  "xyz": [[-1.39, -1.10, 2.49], [-1.00, -0.80, -2.96], [-0.46, -1.66, 1.40], [0.23, -0.07, -2.73], [2.27, 1.51, 1.30], [0.54, 2.09, 0.57], [-1.66, 0.20, -0.24], [0.46, -0.69, 0.92], [0.62, 0.37, -1.46], [2.93, 2.64, 1.54], [2.11, 0.73, 2.37], [2.94, 0.73, 0.48], [-0.22, 0.41, -0.11], [-0.18, 2.66, 2.03], [0.97, 3.18, -0.71], [-1.48, -1.81, 3.36], [-0.80, -0.23, 2.77], [-2.29, -0.87, 2.02], [-1.82, -0.07, -2.63], [-1.37, -1.08, -3.92], [-1.08, -1.75, -2.37], [-0.90, -1.96, 0.53], [0.16, -2.50, 1.74], [0.28, 0.85, -3.46], [1.14, -0.77, -2.93]],
  "energy_ev": -55012.3997,
  "homo_ha": -0.3760,
  "multiplicity": 1,
  "lumo_ev": 0.591,
  "homo_lumo_gap_ev": 10.823
}

---

Record 2
{
  "formula": "C6H10Cl2Mg2O4",
  "method": "ωB97M-V/def2-TZVPD",
  "symbols": ["Mg", "Mg", "C", "C", "O", "O", "H", "H", "H", "C", "C", "O", "O", "H", "H", "H", "Cl", "C", "C", "Cl", "H", "H", "H", "H"],
  "xyz": [[23.36, -12.02, -10.82], [18.41, -11.66, -11.71], [22.17, -7.57, -14.79], [21.88, -8.75, -13.80], [22.87, -9.21, -13.23], [20.75, -9.08, -13.45], [22.54, -7.88, -15.76], [22.90, -6.82, -14.48], [21.27, -7.01, -15.04], [21.28, -16.96, -12.58], [21.82, -15.57, -12.08], [21.07, -14.55, -12.10], [22.98, -15.41, -11.66], [21.55, -17.84, -11.99], [21.45, -17.08, -13.65], [20.19, -16.98, -12.50], [19.60, -16.32, -6.50], [19.79, -17.77, -7.54], [18.55, -17.84, -8.42], [18.44, -19.40, -9.22], [19.84, -18.65, -6.89], [20.68, -17.79, -8.17], [18.49, -17.13, -9.24], [17.61, -17.85, -7.86]],
  "energy_ev": -50482.8065,
  "homo_ha": -0.5343,
  "multiplicity": 1,
  "lumo_ev": -12.076,
  "homo_lumo_gap_ev": 2.464,
  "charge": 2
}

---

Record 3
{
  "formula": "C6H10Cl2NaO14",
  "method": "ωB97M-V/def2-TZVPD",
  "symbols": ["Na", "Cl", "O", "O", "O", "O", "Cl", "O", "O", "O", "O", "C", "C", "O", "C", "O", "O", "H", "H", "H", "H", "C", "O", "C", "O", "O", "C", "H", "H", "H", "H", "H", "H"],
  "xyz": [[0.14, 1.37, 0.73], [-0.30, 2.12, 4.18], [-1.12, 3.20, 4.72], [-1.25, 1.18, 3.60], [0.63, 2.71, 3.25], [0.40, 1.37, 5.18], [-3.70, 2.45, 0.80], [-2.30, 2.72, 0.71], [-4.61, 3.45, 0.36], [-3.89, 1.27, -0.06], [-4.14, 2.09, 2.13], [2.63, 0.83, -4.14], [1.69, -0.41, -4.09], [0.56, 0.03, -3.30], [0.97, 1.13, -2.65], [0.32, 1.62, -1.74], [1.99, 1.75, -3.28], [2.51, 1.20, -5.16], [3.66, 0.57, -3.89], [2.05, -1.37, -3.73], [1.27, -0.54, -5.08], [-1.51, -2.03, 2.51], [-0.46, -2.74, 1.85], [0.35, -2.22, 0.94], [0.26, -1.05, 0.62], [1.11, -3.20, 0.56], [1.90, -3.00, -0.59], [-1.53, -0.96, 2.29], [-1.50, -2.16, 3.59], [-2.46, -2.46, 2.21], [2.28, -3.97, -0.92], [2.75, -2.43, -0.23], [1.30, -2.51, -1.36]],
  "energy_ev": -64492.8266,
  "homo_ha": [-0.3232, -0.3222],
  "multiplicity": 2,
  "lumo_ev": [-0.454, -5.408],
  "homo_lumo_gap_ev": [8.341, 3.360]
}

---

Record 4
{
  "formula": "C6H10ClN2",
  "method": "ωB97M-V/def2-TZVPD",
  "symbols": ["C", "C", "C", "C", "C", "C", "N", "N", "Cl", "H", "H", "H", "H", "H", "H", "H", "H", "H", "H"],
  "xyz": [[0.35, 0.18, 0.77], [2.84, -0.08, 0.28], [-0.38, 1.21, -0.13], [-1.72, 1.59, 0.50], [0.04, -1.72, -0.96], [-0.21, -1.23, 0.52], [1.72, 0.20, 0.46], [0.17, 1.39, -1.25], [4.38, -0.06, -0.03], [0.09, 0.37, 1.76], [-1.49, 2.53, 1.21], [-2.17, 0.81, 1.05], [-2.41, 1.78, -0.16], [-0.28, -2.78, -1.09], [1.05, -1.90, -1.11], [-0.37, -1.19, -1.78], [0.08, -1.86, 1.22], [-1.36, -1.27, 0.66], [-0.31, 2.03, -1.90]],
  "energy_ev": -21876.6912,
  "homo_ha": -0.5128,
  "multiplicity": 1,
  "lumo_ev": -4.419,
  "homo_lumo_gap_ev": 9.536,
  "charge": 1
}

---

Record 5
{
  "formula": "C6H10ClN2",
  "method": "ωB97M-V/def2-TZVPD",
  "symbols": ["C", "C", "C", "C", "C", "C", "N", "N", "Cl", "H", "H", "H", "H", "H", "H", "H", "H", "H", "H"],
  "xyz": [[-1.28, -0.59, -1.42], [0.06, -0.88, -1.35], [-1.18, -0.86, 1.08], [-2.00, -0.33, -0.21], [0.79, -0.99, -0.08], [1.62, 1.31, 0.76], [0.05, -1.28, 1.00], [1.22, 2.33, 0.05], [2.40, -1.59, -0.02], [-1.92, -0.59, -2.31], [0.58, -0.95, -2.30], [-1.74, -1.10, 1.96], [-2.20, 0.79, -0.21], [-2.84, -0.89, -0.20], [2.17, 0.53, 0.27], [1.53, 1.31, 1.82], [1.39, 2.33, -0.92], [0.77, 3.21, 0.34], [0.59, -1.75, 1.75]],
  "energy_ev": -21875.4638,
  "homo_ha": [-0.3507, -0.5290],
  "multiplicity": 3,
  "lumo_ev": [-4.376, -5.241],
  "homo_lumo_gap_ev": [5.167, 9.154],
  "charge": 1
}

---

Record 6
{
  "formula": "C6H10CrO3",
  "method": "ωB97M-V/def2-TZVPD",
  "symbols": ["O", "Cr", "O", "C", "O", "C", "H", "H", "C", "C", "H", "H", "H", "C", "C", "H", "H", "H", "H", "H"],
  "xyz": [[-0.84, 1.32, 0.65], [-2.94, 1.16, -0.49], [-1.26, 0.15, -1.17], [-0.50, 0.69, -0.37], [0.83, 0.28, -0.25], [1.22, -1.05, -0.78], [2.30, -0.93, -0.96], [0.67, -1.15, -1.71], [0.91, -2.14, 0.19], [0.09, -3.14, -0.10], [1.48, -2.14, 1.13], [-0.03, -3.99, 0.58], [-0.48, -3.16, -1.03], [1.19, 0.87, 1.32], [1.84, 2.22, 1.21], [0.54, 0.76, 2.19], [1.91, 0.07, 1.54], [1.17, 2.95, 0.75], [2.09, 2.54, 2.23], [2.78, 2.19, 0.63]],
  "energy_ev": -40937.5480,
  "homo_ha": [-0.4168, -0.5159],
  "multiplicity": 6,
  "lumo_ev": [-3.897, -3.668],
  "homo_lumo_gap_ev": [7.445, 10.369],
  "charge": 1
}